Entry from the Open Molecules 2025 dataset: C25H27FeN7PS as an isolated structure in a non-equilibrium geometry (ωB97M-V/def2-TZVPD).

Structure (ORCA input):
```
! wB97M-V def2-TZVPD RIJCOSX def2/J DEFGRID3
* xyz 1 1
Fe -0.08 0.19 0.38
N 3.78 -1.68 1.06
C 2.46 -1.42 0.92
S 1.68 -0.44 2.09
N 1.87 -1.97 -0.12
N 0.56 -1.58 -0.23
C -0.19 -2.35 -0.94
C -1.54 -1.87 -1.20
C -2.49 -2.61 -1.89
C -3.74 -2.07 -2.08
C -4.01 -0.79 -1.60
C -3.00 -0.12 -0.93
N -1.79 -0.64 -0.72
H 4.22 -1.46 1.93
H 4.17 -2.42 0.49
H 0.18 -3.28 -1.34
H -2.24 -3.60 -2.25
H -4.50 -2.62 -2.61
H -4.97 -0.32 -1.74
H -3.16 0.88 -0.55
C -0.07 -0.91 -4.91
C 1.31 -1.06 -4.94
C 2.06 -0.54 -3.90
C 1.41 0.10 -2.85
N 0.09 0.21 -2.80
C -0.63 -0.27 -3.81
C 2.17 0.77 -1.76
C 3.51 1.10 -1.93
C 4.15 1.88 -0.98
C 3.43 2.36 0.10
C 2.11 1.95 0.23
N 1.51 1.14 -0.64
C 1.21 2.48 1.27
C 1.60 3.40 2.23
C 0.64 3.95 3.07
C -0.68 3.58 2.90
C -0.98 2.63 1.95
N -0.06 2.06 1.17
H -0.70 -1.27 -5.70
H 1.79 -1.56 -5.77
H 3.14 -0.65 -3.91
H -1.70 -0.14 -3.74
H 4.05 0.78 -2.80
H 5.19 2.15 -1.11
H 3.89 3.03 0.81
H 2.63 3.69 2.32
H 0.93 4.67 3.82
H -1.47 4.01 3.50
H -2.00 2.30 1.79
C -3.26 -0.06 2.40
P -1.49 -0.53 2.24
C -1.62 -2.35 2.23
C -0.96 -0.21 3.96
H -3.72 -0.63 3.21
H -3.82 -0.28 1.49
H -3.38 1.00 2.62
H -2.15 -2.71 3.11
H -0.61 -2.76 2.22
H -2.15 -2.68 1.34
H -1.63 -0.74 4.64
H -1.01 0.85 4.19
H 0.05 -0.56 4.12
*
```

HOMO level (spin up / spin down) = -10.315 / -10.249 eV
Orbital gap (spin up / spin down) = 0.2731 / 0.2714 Eh
E_LUMO (spin up / spin down) = -2.885 / -2.866 eV
Energy above the lowest of the compared OMol25 structures with the same formula, charge and spin = 32.33 kcal/mol

***

Entry from the Open Molecules 2025 dataset: a 2-piece molecular cluster, C3H10N2O overall in a non-equilibrium geometry (ωB97M-V/def2-TZVPD).

Structure (ORCA input):
```
! wB97M-V def2-TZVPD RIJCOSX def2/J DEFGRID3
* xyz 0 1
C -2.06 -0.05 -0.17
C -0.76 0.68 -0.44
N 0.10 0.18 -1.48
C -0.33 1.72 0.28
N 0.81 2.47 -0.04
H -2.85 0.61 0.16
H -2.41 -0.44 -1.13
H -1.81 -0.86 0.52
H -0.11 -0.81 -1.50
H 1.08 0.18 -1.17
H -0.82 2.14 1.14
H 1.45 2.23 -0.77
H 0.95 3.34 0.40
O 2.16 -3.46 1.52
H 2.33 -3.68 0.60
H 2.25 -4.24 2.07
*
```

HOMO level = -6.965 eV
Orbital gap = 0.2838 Eh
SMILES = C/C(N)=C/N.O
E_LUMO = 0.758 eV
Energy above the lowest of the compared OMol25 structures with the same formula, charge and spin = 34.05 kcal/mol

***

Entry from the Open Molecules 2025 dataset: C15H23Cl3I2NaO2S3 as an isolated structure in a non-equilibrium geometry (ωB97M-V/def2-TZVPD).

Structure (ORCA input):
```
! wB97M-V def2-TZVPD RIJCOSX def2/J DEFGRID3
* xyz -1 1
Na 0.91 -0.72 -1.34
C -2.14 -0.49 1.15
C -1.50 -1.21 2.33
S 0.30 -1.32 2.23
C 0.53 -3.07 2.58
C -0.12 -4.07 1.63
S 0.30 -3.79 -0.10
C -1.33 -3.86 -0.88
C -2.39 -2.85 -0.42
S -1.84 -1.13 -0.50
H -3.22 -0.42 1.32
H -1.76 0.53 1.09
H -1.78 -0.67 3.24
H -1.91 -2.22 2.43
H 1.62 -3.21 2.57
H 0.21 -3.28 3.60
H 0.19 -5.08 1.92
H -1.21 -4.04 1.74
H -1.12 -3.71 -1.94
H -1.75 -4.86 -0.77
H -3.26 -2.96 -1.08
H -2.72 -3.06 0.59
I 3.89 -1.63 0.88
C 3.73 0.40 1.45
I 3.71 0.74 3.54
H 2.78 0.76 1.05
H 4.58 0.92 1.05
Cl 0.86 -1.19 -6.23
C 0.59 -0.66 -4.55
Cl -0.62 0.66 -4.54
Cl 2.13 0.00 -3.89
C 0.04 -1.89 -3.68
O -1.03 -2.33 -4.06
O 0.76 -2.22 -2.72
C -0.56 4.03 1.30
C 0.24 3.93 -0.01
C -0.66 4.35 -1.18
C 1.45 4.87 0.06
C 0.69 2.54 -0.21
C 1.06 1.38 -0.39
H -0.90 5.06 1.47
H 0.06 3.73 2.15
H -1.43 3.38 1.27
H -0.99 5.39 -1.05
H -1.54 3.71 -1.24
H -0.12 4.26 -2.12
H 1.12 5.91 0.18
H 2.04 4.80 -0.85
H 2.09 4.61 0.90
*
```

HOMO level = -5.261 eV
Orbital gap = 0.2680 Eh
E_LUMO = 2.032 eV
Energy above the lowest of the compared OMol25 structures with the same formula, charge and spin = 1.54 kcal/mol

***

Entry from the Open Molecules 2025 dataset: one molecule with the formula C8H8O3 in a non-equilibrium geometry (ωB97M-V/def2-TZVPD).

Structure (ORCA input):
```
! wB97M-V def2-TZVPD RIJCOSX def2/J DEFGRID3
* xyz 0 1
C -1.92 -1.49 0.80
C -0.60 -1.73 0.70
C -2.58 -0.27 0.41
C 0.74 0.34 0.91
C 0.41 -0.74 0.24
C -2.43 0.51 -0.64
C 1.10 2.42 0.31
C 2.24 -0.43 -1.17
O 1.35 1.37 1.01
O 1.12 -1.28 -0.90
O -2.24 1.45 -1.29
H -2.47 -2.40 1.18
H -0.26 -2.73 1.12
H -3.53 -0.04 0.87
H 1.33 3.37 0.66
H 0.51 2.33 -0.55
H 2.67 -0.87 -1.94
H 2.78 -0.43 -0.27
H 1.79 0.61 -1.46
*
```

HOMO level (spin up / spin down) = -7.885 / -8.020 eV
Orbital gap (spin up / spin down) = 0.2998 / 0.3062 Eh
E_LUMO (spin up / spin down) = 0.272 / 0.312 eV
Energy above the lowest of the compared OMol25 structures with the same formula, charge and spin = 208.54 kcal/mol